(1)
107
Properties=species:S:1:pos:R:3:forces:R:3:mulliken_charge:R:1 method="wB97M-V/def2-TZVPD" max_force_ev_per_a=1.6 e_homo_ev=-9.81 gap_ev=9.888 lumo_ev=0.083 mol_weight_g_mol=1238.6 energy_ev=-160895.554
C 4.8360 -0.1797 2.0034 -0.4393 -0.2025 -0.5430 -0.46
C 4.9388 -1.6529 1.6288 -0.0795 0.3049 0.5061 -0.25
O 4.6147 -1.9133 0.2791 0.1927 -0.1934 -0.0602 -0.49
C 3.3031 -1.5587 -0.0403 -0.3335 0.2234 -0.1675 0.06
C 2.9375 -2.2579 -1.3225 0.6990 0.0559 -0.3900 -0.78
O 1.7463 -1.6985 -1.9123 0.0139 0.0954 0.3577 -0.39
P 0.3537 -2.1945 -1.3717 -0.6155 -0.8023 -0.2088 0.03
O 0.4078 -3.3328 -0.4590 0.2282 -0.0755 0.2129 -0.18
O -0.4389 -0.9554 -0.7492 0.5843 0.3897 -0.4158 0.23
C 0.2467 0.1143 -0.0900 -0.5794 -0.0349 0.4154 -0.53
C -0.6928 1.3020 0.0194 0.3216 -0.4082 -0.4373 -1.25
C -0.8371 2.0447 -1.2991 -0.2196 0.1106 0.8404 0.91
F 0.3667 2.3572 -1.7951 0.5969 -0.0175 -0.1328 -0.35
F -1.4826 1.2813 -2.1951 -0.1302 -0.3490 -0.5009 -0.38
C -1.6886 3.3279 -1.1127 -0.0976 -0.0199 -0.5909 0.52
F -2.9528 2.9410 -0.9940 -0.5241 -0.0785 0.0562 -0.26
F -1.3510 3.9492 0.0058 0.4402 0.3362 0.4289 -0.30
S -1.5684 4.6015 -2.5311 -0.4305 0.3874 0.3234 1.49
F -0.0618 4.8605 -2.1625 0.3498 0.0094 0.0749 -0.30
F -1.1641 3.4849 -3.5584 0.1226 -0.1972 -0.2994 -0.31
F -3.0871 4.4113 -2.9327 -0.1904 -0.1726 -0.0901 -0.32
F -2.0066 5.7586 -1.5394 -0.0583 0.0810 0.0720 -0.34
F -1.4404 5.6755 -3.6809 0.0573 0.0831 -0.1453 -0.29
O -0.4326 -2.4315 -2.7335 -0.1454 0.4261 0.2909 -0.30
C -1.7816 -1.9797 -2.8291 -0.1023 0.0699 -0.6420 -0.05
C -2.6875 -2.7101 -1.8652 -0.3414 0.8317 -0.1365 0.30
O -2.4540 -3.8472 -1.6034 0.3965 -1.5045 0.4559 -0.56
C -3.8438 -2.0162 -1.2413 -0.1525 0.0757 0.4734 0.91
C -4.2024 -2.4644 0.0420 -0.7901 0.8462 -0.4133 -0.78
C -5.3006 -1.8824 0.6798 0.2094 0.1589 -0.5652 -0.54
C -6.0319 -0.8710 0.0448 0.7881 -0.2944 -0.5837 -0.52
C -5.6466 -0.4167 -1.2301 0.0745 -0.4722 0.5986 -0.76
C -4.5461 -0.9862 -1.8730 -0.1622 -0.1780 0.7658 -0.24
H 5.1514 0.4179 1.1530 0.3183 0.1978 -0.0180 0.35
H 3.7998 0.0856 2.1934 -0.1630 0.1262 0.1563 0.22
H 5.4196 0.0659 2.8775 0.1656 0.0025 0.1753 -0.16
H 4.2714 -2.2316 2.2696 -0.0416 -0.2072 0.1341 0.25
H 5.9489 -1.9997 1.7988 0.2322 -0.2022 -0.2074 0.39
H 3.2227 -0.4847 -0.2241 -0.0070 0.2282 0.0958 0.19
H 2.5945 -1.8252 0.7485 -0.0265 -0.1159 0.2204 0.32
H 3.7336 -2.0664 -2.0329 0.0493 0.0483 -0.2262 0.32
H 2.8611 -3.3297 -1.1998 -0.2919 -0.1824 0.1160 0.32
H 1.1693 0.3803 -0.5887 0.1542 -0.0582 -0.2390 0.45
H 0.4642 -0.2042 0.9251 0.2147 -0.1085 0.1594 0.32
H -0.2841 1.9578 0.7765 -0.0798 0.2896 0.1144 0.50
H -1.6630 0.9256 0.3190 -0.2933 0.1356 0.1831 0.41
H -2.1173 -2.2229 -3.8339 0.0274 -0.1436 -0.2044 0.47
H -1.8483 -0.9058 -2.7338 0.1189 0.2087 0.2004 -0.30
H -3.6373 -3.2464 0.5162 0.1210 -0.1996 0.0039 0.65
H -5.5923 -2.2186 1.6620 -0.0339 -0.0485 0.1307 0.46
H -6.8882 -0.4514 0.5439 -0.1516 0.1644 0.0223 0.41
H -6.2100 0.3704 -1.7034 -0.0670 0.0999 -0.1188 0.42
H -4.2400 -0.6487 -2.8497 -0.0185 0.1104 -0.1792 0.46
C -1.2588 -5.0281 3.1470 -0.0383 0.6872 0.1428 -0.66
C -0.3515 -6.0383 2.4325 -0.1411 -0.2944 0.2421 0.90
C -0.7301 -6.4491 1.0077 0.1428 0.1695 -0.2843 0.47
F -1.9384 -7.0493 0.9786 -0.0410 -0.0901 0.1167 -0.25
F 0.1904 -7.3378 0.5622 -0.0345 -0.0044 0.0381 -0.29
F -0.1775 -7.1314 3.2100 -0.0442 0.0208 -0.0593 -0.29
F 0.8601 -5.4258 2.3138 0.0532 0.0932 -0.0048 -0.29
O -2.2218 -5.5048 4.0760 0.2067 -0.6473 -0.0978 -0.40
C -3.4675 -5.9242 3.7021 0.3554 0.4263 -0.0323 0.81
C -3.7194 -7.3902 4.0659 -0.0031 -0.1400 0.1296 0.17
F -2.7946 -8.1873 3.5019 -0.0003 0.0365 -0.0994 -0.22
F -4.9379 -7.7471 3.6007 -0.0148 -0.0022 0.0122 -0.25
F -3.7047 -5.6929 2.4030 -0.1425 0.0139 -0.0954 -0.25
F -4.3575 -5.1954 4.4175 -0.2181 0.0516 -0.0213 -0.31
H -0.5801 -4.4495 3.7707 0.0405 -0.0279 0.0108 0.44
H -1.6961 -4.3259 2.4366 -0.0542 -0.1650 -0.1540 0.21
H -0.7342 -5.5781 0.3451 0.0077 0.0102 0.0138 0.01
H -3.6914 -7.5156 5.1501 -0.0075 0.0161 -0.0031 0.25
C 8.8383 0.5206 6.2111 0.6165 0.1039 -0.0320 -0.82
C 7.6494 0.7109 5.2582 -0.1096 -0.3908 0.2087 0.97
C 6.7057 1.8893 5.5070 -0.0935 0.1839 -0.1058 0.10
F 6.1076 1.8078 6.7100 0.0413 -0.0632 0.0095 -0.23
F 5.7401 1.8658 4.5556 0.0317 0.0371 0.0637 -0.23
F 6.9403 -0.4354 5.1673 0.0039 0.0785 0.0004 -0.27
F 8.1907 0.9533 4.0292 0.0780 0.0983 -0.0638 -0.34
O 8.7084 -0.4232 7.2549 -0.5428 -0.0961 -0.1411 -0.39
C 8.1661 -0.1015 8.4689 0.2976 0.1011 -0.0892 0.80
C 6.8767 -0.8822 8.7430 -0.1170 -0.1272 0.0500 0.18
F 5.9692 -0.6621 7.7720 0.0062 0.0438 0.0226 -0.21
F 6.3593 -0.4623 9.9176 -0.0135 -0.0059 0.0147 -0.26
F 7.9860 1.2240 8.6107 -0.0797 -0.0052 -0.0328 -0.29
F 9.0483 -0.4897 9.4142 0.0725 0.0220 0.1150 -0.30
H 9.6224 0.1014 5.5831 -0.0207 -0.0236 -0.0406 0.40
H 9.2145 1.4768 6.5757 -0.2124 0.0795 0.0313 0.34
H 7.2447 2.8377 5.4358 0.0184 -0.0230 0.0010 0.28
H 7.0929 -1.9507 8.7983 0.0225 0.0104 0.0033 0.25
C -4.1462 5.3460 -6.4575 -0.0735 -0.0341 0.6892 -0.74
C -3.2025 4.8259 -7.5512 -0.4246 -0.0139 -0.2388 0.89
C -2.0688 5.7404 -8.0211 0.2392 -0.0472 0.0119 0.12
F -2.5406 6.8821 -8.5569 -0.0856 -0.0001 0.0140 -0.23
F -1.3600 5.0900 -8.9727 -0.0335 0.0282 0.0310 -0.27
F -3.9181 4.3929 -8.6104 0.0565 0.0490 0.0231 -0.28
F -2.5758 3.7401 -7.0107 0.1040 -0.0113 0.1145 -0.31
O -5.3955 5.8856 -6.8467 0.1530 -0.0738 -0.5805 -0.41
C -5.5532 7.1977 -7.1975 0.0573 -0.0981 0.3318 0.81
C -5.9892 7.3532 -8.6583 -0.1004 0.0139 -0.1447 0.19
F -5.1018 6.7759 -9.4891 0.0580 0.0296 0.0228 -0.22
F -6.0569 8.6710 -8.9500 -0.0107 0.0096 -0.0103 -0.26
F -4.4638 7.9355 -6.9203 0.0406 -0.0247 -0.0823 -0.28
F -6.5681 7.6884 -6.4518 -0.0645 0.0963 0.0816 -0.30
H -4.4210 4.4605 -5.8873 0.0175 -0.0664 -0.0534 0.38
H -3.6252 6.0020 -5.7589 0.1184 0.1164 -0.1812 0.42
H -1.4013 5.9784 -7.1881 -0.0284 0.0144 0.0050 0.25
H -6.9694 6.8955 -8.8043 -0.0001 0.0042 0.0281 0.24

---

(2)
68
Properties=species:S:1:pos:R:3:forces:R:3:mulliken_charge:R:1 method="wB97M-V/def2-TZVPD" max_force_ev_per_a=3.0 e_homo_ev=-10.80 gap_ev=5.457 charge=+1 lumo_ev=-5.342 mol_weight_g_mol=483.6 energy_ev=-42449.721
C 5.8858 -1.5941 -4.6583 0.0493 -0.0733 -0.2297 -0.80
O 5.2103 -0.3262 -4.7728 -1.7419 0.0211 0.5758 -0.37
C 3.9368 -0.1865 -4.3289 0.8009 -0.1313 -0.1087 0.62
C 3.4840 1.1514 -4.2177 -0.0707 -0.1320 -0.2449 -0.65
C 2.3065 1.4281 -3.5784 0.3296 -0.2146 0.2954 -0.52
C 1.4885 0.3654 -3.1085 -0.3658 -0.0780 0.6652 0.12
C 0.2947 0.7875 -2.4582 -0.7306 -1.1280 -2.7371 0.46
O -0.8937 0.2404 -2.6564 1.2738 1.6490 0.9633 -0.18
C -1.4720 -0.1400 -3.9328 0.1590 -0.8701 -0.3250 -0.86
C 1.8910 -0.9895 -3.3138 -0.1760 0.1221 -0.5679 -0.39
C 3.0869 -1.2627 -3.9509 0.0712 0.1830 -0.0180 -0.63
H 6.9227 -1.3175 -4.8483 -0.0892 -0.3244 0.1031 0.26
H 5.7721 -2.0474 -3.6629 -0.0101 0.3325 -0.2339 0.38
H 5.5414 -2.2980 -5.4267 0.0362 0.2228 0.1446 0.34
H 4.0825 1.9309 -4.6660 0.1390 0.0472 0.1730 0.45
H 1.9572 2.4522 -3.4442 0.2524 -0.1840 -0.0601 0.47
H 0.2978 1.7594 -1.9738 -0.1786 -0.2342 0.4836 0.20
H -1.3816 -1.2300 -4.0125 -0.1465 0.3398 -0.1909 0.34
H -2.5201 0.1628 -3.8598 0.2644 -0.1418 0.0424 0.26
H -1.0043 0.3595 -4.7934 0.1527 -0.0885 0.5295 0.41
H 1.2668 -1.8184 -2.9643 0.1629 0.3887 -0.1000 0.49
H 3.3654 -2.2871 -4.2010 0.0118 0.2900 0.3859 0.42
F 0.1339 -1.9572 0.3769 -0.1435 0.2966 0.2858 -0.56
C -0.5366 -1.0955 1.2931 -0.3138 -0.2906 0.7008 2.89
C -1.5209 -1.9227 2.1351 0.4193 0.1649 0.1468 -1.04
C -1.5162 -3.3211 2.1789 0.0739 0.3074 -0.4124 -0.24
C -2.5547 -3.9990 2.8134 -0.1366 0.1882 0.2473 -0.84
C -3.5626 -3.2753 3.4569 -0.1815 0.0853 -0.0686 -0.51
C -3.5231 -1.8727 3.4839 0.2857 -0.3625 0.0484 -1.06
C -2.4614 -1.2024 2.8807 -0.3974 -0.2068 0.0268 0.52
C 0.4913 -0.3876 2.1632 0.2588 -0.5230 -0.2738 -0.25
C 0.5349 -0.5928 3.5443 0.0395 0.3709 -0.0085 -0.33
C 1.4221 0.1505 4.3273 -0.1619 -0.1926 -0.1072 -0.85
C 2.3080 1.0374 3.7262 0.0567 0.0639 0.0795 -0.56
C 2.3362 1.1582 2.3362 -0.0448 -0.0818 -0.2681 -0.67
C 1.4404 0.4365 1.5485 0.0596 0.0880 0.4952 -0.06
C -1.3349 -0.1315 0.3685 0.0019 0.0393 -0.2098 1.77
C -2.4770 -0.8914 -0.3470 0.8716 -0.2251 -0.3404 -0.35
C -3.7341 -0.0531 -0.1901 -0.4228 -0.0130 0.1612 -0.66
C -3.3143 1.2438 0.4904 0.2839 0.4240 0.1767 -0.80
N -1.9715 0.9863 1.0392 -0.7227 0.0595 -0.0539 0.98
C -1.2005 2.1345 1.3528 0.3694 0.2461 0.1905 0.13
C -0.5077 2.8473 0.3545 0.3858 0.1889 0.6040 -0.25
C 0.5305 3.6967 0.7636 -0.7796 -0.8716 0.2119 -1.09
N 0.8106 3.8533 2.0506 -0.2616 1.6940 0.5276 -0.49
C -0.0738 3.4765 2.9822 -0.1760 -0.7419 -0.4321 -0.57
C -1.0831 2.5504 2.6935 0.4482 0.0679 -0.8926 -0.34
H -0.7041 -3.8760 1.7027 -0.3729 0.2104 -0.0252 0.39
H -2.5862 -5.0912 2.7846 0.0477 0.3901 0.1484 0.42
H -4.3786 -3.8047 3.9564 0.2480 0.1851 -0.2469 0.39
H -4.3137 -1.2928 3.9624 0.2599 -0.2741 0.0687 0.43
H -2.3668 -0.1166 2.9668 -0.2033 -0.5712 -0.1555 0.29
H -0.1400 -1.3058 4.0233 0.2310 0.3495 -0.1969 0.41
H 1.3843 0.0218 5.4091 0.1882 0.0868 -0.2621 0.42
H 2.9831 1.6389 4.3399 -0.2056 -0.2127 -0.2274 0.40
H 3.0345 1.8456 1.8586 -0.1158 -0.1954 0.1863 0.35
H 1.4657 0.5116 0.4584 0.0084 0.0737 0.3493 0.24
H -0.6139 0.2806 -0.3633 0.0696 -0.3990 0.1657 -2.02
H -2.1810 -1.0148 -1.3959 -0.2865 -0.1477 0.3268 0.03
H -2.6029 -1.8915 0.0915 0.0476 0.3752 -0.2971 0.35
H -4.2029 0.1556 -1.1553 -0.1242 -0.1029 0.2044 0.33
H -4.4353 -0.5980 0.4505 -0.0454 0.1805 -0.2530 0.31
H -3.2965 2.1043 -0.2073 0.0110 -0.2903 0.1197 0.42
H -3.9757 1.5169 1.3185 -0.0717 0.0262 -0.1545 0.33
H -0.7119 2.7190 -0.7060 -0.1727 -0.0931 0.2783 0.85
H 1.1498 4.2337 0.0414 0.0000 -0.2472 0.2053 0.34
H 0.0296 3.8678 4.0024 0.3405 -0.2932 -0.4418 0.37
H -1.6918 2.0865 3.4682 0.1406 0.1774 -0.1732 0.39